ORCA calculation (the ωB97M-V functional and the def2-TZVPD basis) on the ion C10H16ClN4 with charge +1 in a non-equilibrium geometry.

```
! RIJCOSX wB97M-V def2-TZVPD def2/J DEFGRID3
* xyz 1 1
N -0.25487 0.89004 -0.26996
C -1.41379 0.03531 0.15894
Cl 4.63935 1.50382 -0.44289
H -0.25477 -1.98321 -1.57351
H -0.72191 2.18859 1.83162
C 4.13355 -1.83215 0.23342
H -2.02518 -1.05230 1.70031
C -0.78736 -2.28428 0.43705
H -0.85159 3.78860 1.31955
H -1.66935 -2.99295 -1.58251
N 3.22326 -0.99685 0.04807
H -3.12696 -1.10753 -0.80374
C -1.11466 -0.99528 1.16470
H -1.43431 -3.12414 0.82316
H -0.34917 -0.80309 1.96665
H 0.31235 2.83142 -0.50385
C 0.94247 0.35381 -0.39785
C -1.09383 2.81205 1.09723
H 0.97761 -0.75150 -0.63266
N 2.09145 1.02429 -0.57905
H -2.24913 2.74787 1.24616
H 0.23149 -2.68354 0.62908
N 4.76808 -2.72920 0.55640
C 3.29594 0.42019 -0.34722
C -2.05841 -0.77352 -1.09793
C -1.21379 -2.06361 -1.08938
H -2.10875 -0.10700 -2.02198
H -1.22907 2.52707 -1.15947
C -0.60796 2.32769 -0.28824
H -2.07941 0.85990 0.34126
H 2.02871 1.96951 -0.76340
*
```

HOMO level: -12.964 eV
strongest force on any atom: 0.227 hartree/bohr
SMILES: CCN(/C=[NH+]/C(Cl)=N/C#N)C1CCCC1
ΔE to the lowest compared entry with this formula, charge and spin: 127.8 kJ/mol

These are the natural (NBO) partial charges, in e, on atoms 1 to 5: atom 1 (N): -0.282, atom 2 (C): -0.028, atom 3 (Cl): 0.149, atom 4 (H): 0.192, atom 5 (H): 0.222

***

ORCA calculation (the ωB97M-V functional and the def2-TZVPD basis) on a cluster of 2 separate species, C4H7FNO in total in a non-equilibrium geometry.

```
! RIJCOSX wB97M-V def2-TZVPD def2/J DEFGRID3
* xyz 1 1
C 1.69684 1.67075 -1.96763
H 0.45307 0.99693 1.20522
H -2.03240 -0.98163 0.50781
N 0.83813 -0.64774 -0.08095
H -1.59553 0.65655 -0.38663
H 2.55561 0.87270 -0.05984
O 0.17596 -1.30139 -1.01751
H 0.76694 -2.01329 -1.47040
H 0.09387 -0.86399 1.57308
F 1.07078 2.21142 -2.89759
C -0.00780 -0.00005 0.77283
H -1.94644 0.43866 1.39323
C -1.55401 0.01573 0.45106
C 2.02101 1.05170 -0.98157
*
```

HOMO level (spin up / spin down): -14.840 / -14.839 eV
strongest force on any atom: 0.067 hartree/bohr
ΔE to the lowest compared entry with this formula, charge and spin: 379.4 kJ/mol

These are the natural (NBO) partial charges, in e, on atoms 1 to 5: atom 1 (C): 0.556, atom 2 (H): 0.305, atom 3 (H): 0.256, atom 4 (N): 0.231, atom 5 (H): 0.243

***

ORCA calculation (the ωB97M-V functional and the def2-TZVPD basis) on a cluster of 5 separate species, C15H39O14P3 in total in a non-equilibrium geometry.

```
! RIJCOSX wB97M-V def2-TZVPD def2/J DEFGRID3
* xyz 0 1
H 2.49397 1.53134 -2.99337
H -5.05303 -1.33266 -3.37837
H -3.57203 1.01034 -2.17437
H -3.12603 1.61334 -3.80937
O -3.50603 3.09534 -2.38837
H -0.61003 6.63134 -2.52237
H 3.63197 2.65234 4.71363
H 1.72597 -4.57266 2.06763
O -1.26203 -0.39666 -1.74537
H 1.93597 -0.26466 0.57563
C 3.67497 2.72834 3.66063
O -4.21803 -3.58266 -0.27437
C 0.96197 -2.34966 -2.55937
C 2.31997 -2.69066 3.50463
C 1.59297 1.61434 -3.68637
C 3.00897 -3.14966 4.84763
O 2.28497 -1.49266 3.08463
C 1.36097 -3.68466 2.76663
H -0.00703 -2.65666 -2.96737
O -3.88603 -1.59666 -1.76537
C -1.38703 2.80734 0.72063
O 0.77097 0.51734 -3.42437
C -0.56003 5.63734 -2.05637
H 3.68797 -2.32566 5.42863
C 1.02297 0.44934 0.52763
H 2.54097 -3.82566 5.48363
H -0.53003 -3.90966 -0.20437
C -3.84903 1.89534 -2.99237
H -4.71603 1.74234 -3.44637
H 0.13997 -0.10966 0.73363
H 3.93197 3.68234 3.37763
H -3.39303 -0.64866 2.32463
H 0.68097 -3.94166 3.58363
H 1.90897 1.60834 -4.72537
H 2.79897 2.38234 3.22263
O 0.72897 1.01234 -0.65037
H -0.26603 2.89034 0.32163
P -3.22403 -2.62066 -0.75837
H -1.57903 3.07234 1.86863
H -0.24903 5.54834 -1.04037
H -0.82803 -5.08066 -1.09337
O 1.07797 -1.25866 -1.65537
H -3.59103 0.19134 0.78963
H 3.80197 -3.71766 4.27363
H 4.83897 0.06834 2.48863
H 1.54697 -3.10966 -2.16537
H 1.25597 1.17134 1.20263
H -4.51703 -1.20266 1.06563
C 4.91097 2.08234 3.12463
H 0.68797 -2.97066 2.19063
P -2.17903 3.56934 -1.64637
H -3.20203 -1.49766 -3.78937
H 0.89597 2.54134 -3.49737
H -1.46903 1.74434 0.47263
P 0.21497 0.06634 -1.91837
H 4.51697 0.58434 4.30463
O -1.95803 -3.42366 -1.37737
C 5.10697 0.61534 3.36663
H 1.62097 -2.10666 -3.50037
O 5.66997 2.71634 2.41563
O -2.82403 -1.87166 0.62663
H 0.35197 5.11234 -2.46937
H -4.28103 -2.99266 -3.09637
C -4.10903 -2.02666 -3.15737
C -1.30603 -4.30166 -0.64637
H -1.88103 -4.89666 0.13463
C -3.55603 -0.77266 1.19863
O -1.15603 2.63934 -2.02437
O -1.79803 4.99034 -2.31737
O -2.36603 3.60834 -0.10937
H 6.31097 0.55834 3.55763
*
```

HOMO level: -9.425 eV
strongest force on any atom: 0.179 hartree/bohr
SMILES: COP(=O)(OC)OC.COP(=O)(OC)OC.COP(=O)(OC)OC.CC(C)=O.CC(C)=O
ΔE to the lowest compared entry with this formula, charge and spin: 91.4 kJ/mol

These are the Löwdin partial charges, in e, on atoms 1 to 5: atom 1 (H): 0.108, atom 2 (H): 0.131, atom 3 (H): 0.138, atom 4 (H): 0.103, atom 5 (O): -0.199

***

ORCA calculation (the ωB97M-V functional and the def2-TZVPD basis) on a structure of composition C22H25CrF6N4O13P2S2.

```
! RIJCOSX wB97M-V def2-TZVPD def2/J DEFGRID3
* xyz -1 5
H -7.32822 3.90871 -0.83924
O -1.54180 -0.58857 2.23113
H -3.04484 -2.72939 1.64582
O -0.27052 -4.17488 2.92820
F 7.05874 -0.81141 -0.32205
N 1.66771 -2.63021 -2.49324
S 4.14175 -4.68641 -0.16166
F 2.13111 -5.68986 1.28725
H -2.01125 -2.76493 -0.95904
O 4.50513 -1.75240 1.44030
C 2.29281 4.73222 0.15843
H -6.04136 5.36727 -2.05411
N 4.00019 -3.16335 -0.60118
H -6.63483 2.36642 -0.34325
H 1.38009 6.67361 0.03990
H -0.89978 5.82383 -0.11459
C -3.89776 5.40186 -2.11912
H 1.55097 0.51439 -2.59683
C -0.98376 -3.28712 2.05144
C -4.00988 3.39497 -0.18924
H -3.85466 6.17280 -2.87860
C 1.57415 -0.53114 -2.85452
N 1.60818 -1.43859 -1.89201
N -1.62747 3.25818 -0.13517
F 4.06500 -5.73980 2.25780
F 2.96446 -3.88230 2.15611
S 4.69021 -1.89082 0.02180
O -0.61502 -1.72325 4.19652
H -0.08775 -2.45650 4.55342
O 1.66480 0.69707 0.16999
O 0.92362 -1.25213 2.18877
C 0.59738 1.36619 0.20740
P -0.48361 -3.63270 0.30932
O 5.49643 -5.06105 0.12442
C -2.72198 4.86158 -1.63059
H 1.83016 -3.44350 -1.90853
O 0.99347 -3.30420 0.20414
O 4.31445 -0.77173 -0.79948
H -5.01475 2.16699 1.27978
H 1.76490 -3.37010 -4.45975
H -0.07870 -4.99090 2.44801
C -2.49008 -3.46516 2.22522
C 0.74999 2.86075 0.10401
P -0.45509 -1.63302 2.62111
C -2.76879 3.86873 -0.65201
O -1.01425 -4.95313 -0.08250
C -0.07608 5.12687 -0.06137
C -5.12317 4.94784 -1.66105
H 3.30486 5.10537 0.23382
O -1.24242 -2.43028 -0.48113
H -2.75665 -3.35468 3.27725
C 6.53436 -2.03791 -0.21627
H -3.33536 2.54637 1.66618
O -0.54712 0.85005 0.33797
H 2.85045 2.66192 0.29859
C 1.60952 -1.15547 -4.10821
Cr 1.53068 -1.33361 0.21127
H -1.21499 -0.01468 1.46741
H 1.60151 -0.69243 -5.07819
H -6.72132 3.69594 0.80130
C -0.33967 3.74956 -0.05315
C 2.04238 3.37346 0.19598
C -4.02523 2.30982 0.85384
C 3.25447 -4.99065 1.48988
C 1.68542 -2.50461 -3.82554
H -1.67746 2.26745 0.07985
O 3.35723 -5.44319 -1.09370
H -1.77082 5.18495 -2.02789
H -2.76003 -4.46652 1.88869
H -3.70416 1.34601 0.44612
C -5.18825 3.93527 -0.70831
C 1.21632 5.60242 0.04014
F 7.09722 -2.63562 0.83411
C -6.53770 3.44880 -0.24695
F 6.84641 -2.70944 -1.32419
*
```

HOMO level (spin up / spin down): -5.626 / -5.637 eV
strongest force on any atom: 0.007 hartree/bohr
<S²>: 6.01

These are the Löwdin partial charges, in e, on atoms 1 to 5: atom 1 (H): 0.069, atom 2 (O): -0.106, atom 3 (H): 0.077, atom 4 (O): -0.064, atom 5 (F): 0.125

***

ORCA calculation (the ωB97M-V functional and the def2-TZVPD basis) on a structure of composition C18H27BrClNS3Ta in a non-equilibrium geometry.

```
! RIJCOSX wB97M-V def2-TZVPD def2/J DEFGRID3
* xyz 3 1
C -2.13333 4.54825 1.10850
C 0.63884 -0.10125 -1.91055
H 2.26069 -0.88941 4.31000
H 1.81003 -3.63084 -4.76698
Ta -0.34988 -0.46038 -0.07365
H -1.09514 4.81964 0.91812
H 3.03908 -0.13242 2.61717
C 1.32993 -1.44773 4.23379
H 4.08319 -2.07893 0.47633
H 1.67995 0.18133 -1.85712
C -2.54676 4.29475 -1.39664
H 3.55004 -3.62277 2.29431
C -0.88744 -1.82773 -2.84061
C -2.69930 3.63890 -0.00767
H -4.28164 2.78631 1.25770
H -0.52476 -4.42472 -4.88528
H -2.94594 3.66094 -2.18783
C -1.28542 -2.91972 -3.56890
C 3.08732 -2.63356 2.30456
H 3.52060 1.14244 1.50647
H 1.14574 -1.85226 5.23147
H -2.31296 -3.25499 -3.60452
S -0.01582 0.37729 2.35880
H 1.65744 1.90756 3.07840
S 1.49838 -2.85186 3.12174
C 0.39678 -1.32637 -2.73389
H -4.57377 2.60091 -0.49154
N -1.30263 1.42390 -0.00174
C 0.14158 -0.54410 3.93894
C 3.06006 -2.18944 0.84425
C -4.16904 3.25445 0.28053
H -2.72933 5.46028 1.10329
Br -0.42285 -2.79610 0.34264
H 2.40828 -1.66040 -3.41022
H 2.56636 -2.91458 0.19784
H 3.74839 -2.01604 2.91228
H 0.05352 0.74840 -2.29805
C -0.27442 -3.56742 -4.27486
H 0.10160 0.28379 4.65298
C 1.38381 -2.01123 -3.43768
H -0.80712 -1.07684 4.01379
H -1.50972 4.54787 -1.61474
C 2.69689 0.49020 1.80035
C 1.04148 -3.11736 -4.20488
H -4.73764 4.18395 0.27609
Cl -2.10618 -0.92702 -1.84702
H -2.22605 4.08574 2.09079
C -1.91913 2.40652 -0.00212
H 1.26832 2.05949 1.37713
H -3.12625 5.21713 -1.37204
S 2.30739 -0.58046 0.39579
C 1.49054 1.33298 2.16482
*
```

HOMO level: -17.286 eV
strongest force on any atom: 0.032 hartree/bohr
ΔE to the lowest compared entry with this formula, charge and spin: 0.0 kJ/mol

These are the natural (NBO) partial charges, in e, on atoms 1 to 5: atom 1 (C): -0.589, atom 2 (C): -0.821, atom 3 (H): 0.234, atom 4 (H): 0.264, atom 5 (Ta): 1.399

***

ORCA calculation (the ωB97M-V functional and the def2-TZVPD basis) on a structure of composition C18H6F5N4PtS2.

```
! RIJCOSX wB97M-V def2-TZVPD def2/J DEFGRID3
* xyz 1 3
H 1.55630 -2.09444 0.79383
H 0.08533 -0.50801 4.50689
C -1.63020 -2.93193 -3.42341
C 0.68970 -4.28776 -2.79547
F 1.68472 -2.29918 -2.13192
F -2.75696 -2.30580 -3.73842
C -0.27148 2.02348 3.51101
C -0.41014 -4.98030 -3.27754
C -1.57577 -4.30091 -3.58500
C 0.60972 -2.92398 -2.63715
N 1.00411 -0.11617 0.79275
H 0.80762 3.24597 -2.30805
C 0.08902 4.49189 -0.69454
C -0.24690 4.50952 0.63952
C -0.10109 3.34260 1.39397
C 0.36144 2.19436 0.76091
F -2.63023 -4.96814 -4.02835
C 0.53172 0.93785 1.48905
C -0.53770 -2.20068 -2.95105
C 0.21021 0.82973 2.83832
H -0.62210 5.40372 1.12101
F -0.34685 -6.28839 -3.42938
H 0.94360 -2.45684 3.18004
N -0.60618 2.10635 4.78600
C 1.14931 -1.29069 1.39352
S -1.06244 3.62750 5.03745
C -0.41909 3.24796 2.80775
Pt 0.86642 0.17869 -1.34329
N 0.66338 2.18914 -0.55329
S -0.68637 -0.45815 -2.85984
C 0.34998 -0.41310 3.46099
C 0.82183 -1.48062 2.73199
F 1.80079 -4.94123 -2.48078
H 0.00126 5.37640 -1.30905
N -0.86294 4.23691 3.56292
C 0.54000 3.30424 -1.26140
*
```

HOMO level (spin up / spin down): -11.629 / -11.995 eV
strongest force on any atom: 0.011 hartree/bohr
<S²>: 2.01

These are the natural (NBO) partial charges, in e, on atoms 1 to 5: atom 1 (H): 0.227, atom 2 (H): 0.255, atom 3 (C): 0.359, atom 4 (C): 0.307, atom 5 (F): -0.304